No. 1
{
  "formula": "C29H43N9O4S2Ti",
  "method": "the ωB97M-V functional and the def2-TZVPD basis",
  "e_lumo_ev": -6.5,
  "total_charge": 2,
  "orbital_gap_ev": 6.535,
  "spin_multiplicity": 1,
  "max_force_ev_per_a": 0.62,
  "homo_energy_ev": -13.03,
  "species": ["Ti", "C", "N", "C", "C", "N", "C", "C", "C", "C", "C", "C", "N", "C", "N", "C", "C", "N", "C", "C", "N", "C", "C", "H", "H", "H", "H", "H", "H", "H", "H", "H", "H", "H", "H", "H", "H", "H", "H", "H", "H", "H", "H", "H", "H", "H", "H", "H", "H", "H", "H", "C", "C", "C", "C", "C", "C", "C", "S", "O", "O", "N", "C", "C", "O", "O", "H", "H", "H", "H", "H", "H", "H", "H", "H", "C", "N", "C", "C", "N", "C", "S", "H", "H", "H", "H", "H", "H"],
  "xyz": [[0.36015, -0.14662, -0.61511], [-3.34543, 0.84565, 3.10442], [-2.22847, 0.66501, 2.16904], [-1.58766, 1.91860, 1.78657], [-2.08924, -0.43321, 1.41747], [-1.61725, -0.28040, 0.11177], [-2.71043, 0.24054, -0.64322], [-4.05895, 0.01167, -0.40086], [-5.00864, 0.63352, -1.20097], [-4.61344, 1.48925, -2.21764], [-3.26596, 1.71805, -2.45799], [-2.31046, 1.06991, -1.67526], [-0.91685, 1.16757, -1.80918], [-0.63599, 1.65299, -3.08921], [-0.91486, 0.91899, -4.16476], [-1.26651, 1.49382, -5.46712], [-1.27729, -0.49484, -4.08269], [-0.15318, 2.89548, -3.21286], [-0.46822, 3.91457, -2.21205], [0.61545, 3.39486, -4.35407], [-2.47766, -1.61944, 1.87431], [-2.67591, -2.74943, 0.97741], [-2.41099, -2.02234, 3.27969], [-3.86147, 1.76405, 2.82390], [-2.99657, 0.93575, 4.13312], [-4.04394, 0.01896, 3.02233], [-1.49899, 2.53435, 2.67895], [-2.18492, 2.44714, 1.03885], [-0.59013, 1.74627, 1.39812], [-4.39151, -0.64019, 0.39829], [-6.06005, 0.45385, -1.02138], [-5.35564, 1.98487, -2.82913], [-2.97428, 2.40419, -3.24475], [-1.37691, 2.56895, -5.39983], [-2.22545, 1.06627, -5.76063], [-0.51913, 1.24042, -6.21796], [-0.85519, -0.94459, -3.19954], [-0.86900, -0.99842, -4.95755], [-2.36436, -0.59518, -4.07885], [-1.10273, 4.67659, -2.66715], [0.44546, 4.40274, -1.86851], [-0.98316, 3.46387, -1.36953], [0.95007, 2.57542, -4.97772], [1.49637, 3.90180, -3.95888], [0.04027, 4.11276, -4.93994], [-3.65140, -3.19216, 1.17810], [-1.90002, -3.49561, 1.15961], [-2.63594, -2.42023, -0.05473], [-3.35793, -2.46763, 3.58286], [-2.17981, -1.19070, 3.92955], [-1.61712, -2.76595, 3.37054], [4.57235, -0.04339, 5.98727], [4.16188, -0.01170, 4.54619], [3.34460, 0.99754, 4.04835], [2.97189, 1.02976, 2.71248], [3.41409, 0.02529, 1.87310], [4.24704, -0.99358, 2.33324], [4.60991, -1.00423, 3.66713], [3.11481, 0.04250, 0.15187], [2.53695, -1.23539, -0.28832], [4.28824, 0.47451, -0.53330], [1.84234, 1.08029, -0.11564], [2.13385, 1.84107, -1.33513], [2.02819, 0.92132, -2.56535], [2.53802, 1.07505, -3.62699], [1.20367, -0.14347, -2.29992], [4.34425, 0.89320, 6.49197], [5.64255, -0.22848, 6.08212], [4.05587, -0.84656, 6.51683], [3.00399, 1.78189, 4.71279], [2.34372, 1.82563, 2.33499], [4.62713, -1.74669, 1.65294], [5.28010, -1.77224, 4.03649], [3.12451, 2.28941, -1.30704], [1.38336, 2.61576, -1.42088], [0.65754, -3.41744, -1.02177], [1.38429, -3.71953, 0.19612], [2.24085, -4.79275, 0.36640], [2.77218, -4.69030, 1.60153], [2.24077, -3.54752, 2.15780], [1.40002, -2.95489, 1.29739], [0.49162, -1.54169, 1.64847], [0.38710, -4.34757, -1.51525], [1.28464, -2.82640, -1.69110], [-0.26468, -2.89960, -0.75930], [2.38872, -5.52250, -0.41068], [3.46856, -5.31989, 2.12646], [2.45633, -3.15926, 3.06291]],
  "forces_ev_per_a": [[-0.4635, 0.1857, -0.2461], [0.1110, -0.0921, 0.0383], [-0.0919, -0.0841, -0.0444], [-0.0290, 0.0184, -0.0174], [0.0919, -0.1319, 0.0495], [-0.3556, -0.1544, 0.1462], [0.3543, 0.2600, 0.1741], [-0.1239, 0.0766, 0.0122], [-0.0533, -0.0225, 0.0360], [0.0119, 0.0362, -0.0536], [-0.0042, -0.0505, 0.0702], [-0.1266, 0.0362, 0.0709], [0.2723, -0.3948, -0.1864], [0.0894, 0.0844, -0.2341], [-0.0472, -0.0150, 0.1638], [0.0444, -0.0182, 0.0566], [0.0563, 0.1536, -0.0763], [-0.1321, -0.0818, 0.0202], [0.0788, 0.0273, 0.0399], [0.0637, 0.0203, 0.0304], [-0.0621, -0.0036, 0.0523], [0.1115, 0.0750, -0.0495], [-0.1637, 0.0304, -0.0717], [-0.0150, -0.0090, 0.0206], [-0.0211, 0.0010, -0.0042], [-0.0036, -0.0332, 0.0182], [-0.0349, 0.0235, -0.0020], [0.0033, 0.0138, 0.0066], [0.1098, -0.0324, -0.0364], [0.0524, 0.0117, -0.0106], [0.0185, -0.0019, -0.0062], [0.0053, -0.0045, 0.0211], [-0.0108, -0.0097, 0.0144], [-0.0409, -0.0060, -0.0292], [0.0105, 0.0028, -0.0317], [-0.0150, 0.0340, -0.0224], [0.0484, -0.0836, 0.1491], [-0.0099, -0.0072, 0.0082], [-0.0020, -0.0188, 0.0211], [-0.0149, -0.0069, 0.0111], [-0.0080, -0.0033, -0.0152], [0.0004, 0.0471, -0.0136], [0.0533, -0.0198, 0.0063], [0.0078, -0.0155, -0.0065], [0.0022, -0.0097, 0.0114], [0.0225, -0.0424, 0.0185], [0.0087, -0.0368, -0.0153], [-0.0336, -0.0229, -0.0266], [0.0022, 0.0133, 0.0263], [0.0648, 0.1086, 0.0148], [-0.0350, -0.0120, 0.0165], [0.0382, 0.0008, 0.0857], [0.0096, -0.0489, -0.0667], [-0.0270, 0.0170, 0.0055], [-0.0878, 0.0545, 0.0385], [0.1352, -0.1613, -0.0393], [-0.0051, 0.0561, 0.0661], [-0.0161, 0.0242, 0.0112], [-0.3317, 0.1906, -0.2288], [0.1735, -0.0757, 0.0762], [0.0880, -0.0397, 0.0806], [-0.0843, -0.1818, 0.0568], [0.2131, 0.2746, -0.2646], [-0.1570, -0.6029, 0.0088], [0.0432, 0.2907, 0.0121], [0.1538, 0.1802, 0.4908], [-0.0185, -0.0023, -0.0147], [-0.0122, -0.0034, -0.0067], [0.0046, 0.0104, 0.0007], [0.0120, -0.0044, -0.0087], [0.0232, -0.0141, -0.0239], [-0.0065, 0.0194, -0.0127], [-0.0135, -0.0002, -0.0273], [-0.0279, 0.0868, -0.0193], [0.0411, 0.1009, -0.0606], [0.1557, -0.1429, -0.1201], [-0.1142, 0.0168, 0.1254], [0.0600, -0.0515, -0.0447], [0.0808, -0.1020, -0.0519], [-0.1062, 0.0645, 0.0047], [0.0275, 0.0899, 0.1201], [0.0675, 0.0055, -0.3497], [-0.0038, -0.0179, -0.0082], [-0.0543, 0.0409, -0.0093], [-0.0837, 0.0900, 0.0177], [0.0180, -0.0036, 0.0547], [-0.0232, 0.0052, -0.0272], [0.0301, -0.0008, 0.0035]]
}

***

No. 2
{
  "formula": "C33H33BF6O3S",
  "method": "the ωB97M-V functional and the def2-TZVPD basis",
  "e_lumo_ev": -0.2,
  "orbital_gap_ev": 7.068,
  "spin_multiplicity": 1,
  "max_force_ev_per_a": 4.97,
  "homo_energy_ev": -7.25,
  "species": ["C", "C", "C", "C", "C", "B", "C", "C", "C", "C", "F", "F", "F", "C", "C", "C", "F", "F", "F", "C", "O", "C", "C", "C", "C", "C", "C", "O", "S", "H", "H", "H", "H", "H", "H", "H", "H", "H", "H", "H", "H", "H", "H", "H", "H", "H", "H", "H", "H", "C", "O", "C", "C", "C", "C", "C", "C", "C", "C", "C", "C", "C", "C", "C", "H", "H", "H", "H", "H", "H", "H", "H", "H", "H", "H", "H", "H"],
  "xyz": [[-3.38977, 2.90701, 1.66811], [-2.14050, 2.11365, 1.68811], [-1.78973, 1.12416, 2.60056], [-0.43906, 0.71772, 2.48418], [0.23630, 1.34474, 1.43914], [-1.92362, -2.03716, -1.55366], [1.66326, 1.59032, 1.39378], [2.18930, 2.68180, 0.67501], [3.55881, 2.85182, 0.56431], [4.11485, 4.04436, -0.15902], [5.20049, 3.68734, -0.92492], [3.20276, 4.62376, -0.99203], [4.54828, 5.01609, 0.70290], [4.45197, 1.95233, 1.14853], [3.93615, 0.88576, 1.87189], [4.84643, -0.19839, 2.37706], [4.41361, -0.71836, 3.57126], [4.88073, -1.25132, 1.48447], [6.12994, 0.22107, 2.55214], [2.57225, 0.77477, 2.11084], [-2.72749, -2.74069, -0.69363], [-3.95116, -1.96711, -0.63526], [-5.06660, -2.93352, -1.00328], [-4.13038, -1.52707, 0.81114], [-3.72779, -0.78405, -1.69264], [-4.84882, -0.59061, -2.69571], [-3.44071, 0.55688, -1.03088], [-2.53950, -1.17585, -2.43514], [-0.85319, 2.42753, 0.58856], [-4.04795, 2.56039, 2.47287], [-3.18480, 3.97647, 1.82507], [-3.91428, 2.79736, 0.70951], [-2.47981, 0.77059, 3.36251], [0.04667, 0.02845, 3.16845], [1.51890, 3.40648, 0.21671], [5.52208, 2.09126, 1.04551], [2.21154, 0.04468, 2.83278], [-6.04357, -2.44887, -0.89704], [-4.95328, -3.30013, -2.03128], [-5.03799, -3.79136, -0.31903], [-5.04270, -0.92568, 0.93218], [-4.22708, -2.41566, 1.45057], [-3.26723, -0.95144, 1.17267], [-5.75688, -0.25979, -2.17680], [-4.57085, 0.19040, -3.41266], [-5.06585, -1.50614, -3.25645], [-4.29674, 0.91211, -0.43960], [-2.55432, 0.51272, -0.37618], [-3.24380, 1.31705, -1.80226], [4.49002, 1.91742, -3.32046], [3.19483, 2.35271, -2.84609], [2.36718, 1.40068, -2.32985], [0.97272, 1.61600, -2.42150], [0.10093, 0.65090, -1.96274], [0.55924, -0.46715, -1.23811], [-0.34271, -1.54733, -0.79896], [0.05409, -2.39497, 0.34269], [-0.29779, -3.76188, 0.40129], [0.23142, -4.59435, 1.38777], [1.10299, -4.08374, 2.35435], [1.44464, -2.72746, 2.32857], [0.92180, -1.90862, 1.32917], [1.96111, -0.62523, -1.10616], [2.85508, 0.25979, -1.66550], [4.88617, 2.78529, -3.84854], [5.14560, 1.65696, -2.47651], [4.39147, 1.05249, -3.99534], [0.62924, 2.53403, -2.89312], [-0.96063, 0.72855, -2.19300], [-0.44464, -2.28961, -1.73471], [-0.96235, -4.18184, -0.34853], [-0.03344, -5.65246, 1.39406], [1.51645, -4.73490, 3.12544], [2.12540, -2.30905, 3.06849], [1.19326, -0.85689, 1.26588], [2.37748, -1.50537, -0.61580], [3.93164, 0.08020, -1.59615]],
  "forces_ev_per_a": [[-0.5423, 0.1037, -0.2223], [0.7899, -0.9560, 0.8013], [-0.3211, 0.8441, -0.6395], [0.3343, 0.3598, -0.9226], [-1.3257, 0.7533, 1.4591], [1.6978, 3.3369, 3.2734], [1.1848, -0.0676, -0.0201], [-0.0404, -0.3752, 0.0239], [0.1575, -0.0110, 0.3396], [0.2642, 0.5535, -0.6769], [-0.8317, 0.4822, 0.6503], [0.8470, -0.3637, 0.7942], [-0.2992, -0.7058, -0.6903], [-0.1850, -0.0104, -0.3531], [-0.0350, 0.2619, 0.3445], [0.3130, -0.7242, 0.3296], [0.4651, 0.3953, -1.0017], [0.0689, 0.9913, 0.8957], [-0.9753, -0.4040, -0.1353], [-0.3359, 0.2186, -0.6051], [0.1834, -0.0193, -0.7142], [-0.3937, -0.3985, -0.2927], [-0.2527, 0.0146, -0.1710], [0.1230, 0.1940, 0.2615], [-0.4512, 0.0293, -0.0209], [-0.2935, -0.1597, -0.1051], [0.3917, 0.2876, 0.2515], [0.1411, -0.6517, 0.1379], [0.1790, -0.2054, 0.8909], [0.0577, 0.0991, -0.2047], [-0.0652, -0.3104, -0.0553], [0.0071, 0.1353, 0.2322], [0.1657, 0.0643, -0.1164], [-0.1375, 0.1659, -0.0904], [0.2054, -0.2420, 0.0055], [-0.1068, -0.0927, -0.0696], [0.1069, 0.0040, -0.3948], [0.0861, -0.1070, -0.1025], [-0.0503, 0.0487, 0.2762], [0.0590, 0.2217, -0.1792], [0.2226, -0.1104, -0.0654], [0.0348, 0.1959, -0.2388], [-0.2443, -0.1185, -0.1333], [0.0903, -0.1075, -0.1263], [0.0258, -0.1557, 0.1686], [0.0293, 0.2172, 0.1380], [0.1819, -0.2450, -0.1575], [-0.4226, -0.0931, -0.2848], [-0.0363, -0.2625, 0.1391], [-0.5394, 0.0888, 0.4179], [0.2764, -0.2782, -0.3861], [-0.3002, -0.2642, 0.4434], [1.2488, 0.0911, -0.2828], [-0.0981, -0.5592, 0.5071], [0.7230, 0.3504, -1.1528], [-2.7967, -1.6616, -1.4314], [0.3398, -1.0969, -0.1039], [0.4301, 0.1602, 0.3970], [-0.0757, 0.3212, 0.0025], [0.0525, 0.1579, 0.1036], [-0.4359, -0.2815, -0.2932], [-0.1725, 0.0904, -0.0240], [-0.5033, -0.3252, -0.2091], [0.0787, 0.7593, -0.4705], [0.0669, -0.2170, 0.0553], [-0.1176, 0.1103, -0.2936], [-0.0235, 0.2870, 0.1819], [0.0038, -0.2436, -0.0809], [0.2499, 0.0968, 0.2638], [1.1783, -0.5174, -0.0875], [0.1809, -0.0004, 0.1144], [0.0687, 0.2744, 0.0206], [-0.1033, 0.1436, -0.2356], [-0.0870, -0.1349, -0.1088], [-0.0200, -0.6650, 0.0781], [-0.2597, 0.1936, -0.0788], [-0.4325, 0.0390, 0.0299]]
}

***

No. 3
{
  "formula": "C12H13ClN4O",
  "method": "the ωB97M-V functional and the def2-TZVPD basis",
  "e_lumo_ev": 0.7,
  "orbital_gap_ev": 9.403,
  "spin_multiplicity": 1,
  "max_force_ev_per_a": 2.56,
  "smiles": "Cc1c(Cl)nc(C2CC2)nc1NCc1ccon1",
  "homo_energy_ev": -8.73,
  "species": ["C", "C", "C", "Cl", "N", "C", "C", "C", "C", "N", "C", "N", "C", "C", "C", "C", "O", "N", "H", "H", "H", "H", "H", "H", "H", "H", "H", "H", "H", "H", "H"],
  "xyz": [[2.24360, 1.15573, 1.89444], [0.78899, 0.97666, 1.49127], [-0.25230, 1.75436, 1.99254], [0.02908, 2.99447, 3.17864], [-1.51335, 1.57543, 1.61958], [-1.78203, 0.69859, 0.65795], [-3.16474, 0.28254, 0.27179], [-4.33895, 1.26175, 0.44547], [-4.19767, 0.11975, 1.41104], [-0.85480, -0.05728, 0.14457], [0.37316, 0.03332, 0.58480], [1.25925, -0.89938, 0.14146], [1.00684, -1.79643, -0.98278], [2.14909, -1.70868, -1.91877], [2.29063, -0.79192, -3.01100], [3.48697, -1.13259, -3.52992], [4.05488, -2.17769, -2.85671], [3.16535, -2.53666, -1.83223], [2.79369, 1.59301, 1.04387], [2.67585, 0.21359, 2.21204], [2.29744, 1.81796, 2.77124], [-3.19162, -0.53162, -0.44572], [-4.05751, 2.23364, 0.77609], [-5.19812, 1.15615, -0.24693], [-3.88974, 0.31301, 2.45448], [-4.86860, -0.72519, 1.25141], [2.23191, -0.75786, 0.44401], [0.10855, -1.50134, -1.49658], [0.91130, -2.83043, -0.71418], [1.52972, -0.06530, -3.33940], [3.91312, -0.66758, -4.41246]],
  "forces_ev_per_a": [[-0.8167, 0.4123, 0.0411], [0.5936, 1.8111, 1.7082], [-0.3728, -0.8446, -0.8518], [-0.0484, -0.0892, -0.0903], [-0.7707, 1.0617, 0.3351], [-0.2538, -0.4035, 1.0060], [-0.8393, 0.7854, 1.0992], [-0.3546, -1.7283, -0.6367], [0.5247, 0.2620, 0.0640], [-0.1578, -1.2123, -1.4083], [0.6068, -1.0023, -0.6180], [0.9744, -0.0418, 0.0530], [0.6138, 0.4065, 0.2077], [0.7302, -0.3265, -0.8376], [-0.3446, -0.2418, 0.4863], [-0.2962, 0.0342, -0.1784], [-0.9890, 1.1421, -0.3830], [-0.2203, 0.6669, -0.2493], [0.0738, -0.2238, 0.4444], [0.2574, -0.2322, -0.1220], [0.0999, -0.1162, -0.5204], [0.0612, 0.4833, -0.1323], [0.0252, 0.5606, 0.1561], [0.8397, 0.3969, 0.3685], [-0.1123, -0.1039, -0.8093], [0.1499, 0.2790, 0.2357], [-0.8766, -0.3823, -0.4911], [-0.3840, 0.2240, 0.0306], [-0.2053, -0.5260, 0.6285], [0.8406, -0.4364, 0.1790], [0.6509, -0.6148, 0.2851]]
}

***

No. 4
{
  "formula": "C5H10N2",
  "method": "the ωB97M-V functional and the def2-TZVPD basis",
  "e_lumo_ev": 1.1,
  "orbital_gap_ev": 10.260,
  "spin_multiplicity": 1,
  "max_force_ev_per_a": 3.51,
  "homo_energy_ev": -9.13,
  "species": ["C", "C", "C", "C", "C", "H", "H", "H", "H", "H", "H", "H", "H", "H", "H", "N", "N"],
  "xyz": [[-0.61632, -0.92113, -0.10772], [0.57112, -0.50404, -1.01485], [0.52589, 1.03644, -0.71657], [0.41106, 1.00284, 0.78195], [0.38422, -0.49557, 0.99196], [-2.61536, -0.15818, -0.85500], [-2.41233, -0.24457, 0.71981], [-0.80589, -2.02971, -0.05041], [0.93135, -0.92165, -1.95267], [1.35340, 1.58126, -1.22471], [-0.34019, 1.50827, -1.13173], [-0.64968, 1.42979, 0.99338], [1.19252, 1.53253, 1.32050], [0.18397, -0.90047, 2.01563], [2.37816, -0.72531, 0.21608], [-1.87079, -0.10457, -0.07508], [1.37887, -1.08594, 0.08942]],
  "forces_ev_per_a": [[-2.4520, -0.7541, 0.0972], [0.3903, 0.4535, 1.0906], [1.3587, -0.0332, -2.2350], [-1.6776, 1.3140, 0.9172], [-1.1040, -0.8130, 0.6278], [2.2612, -0.3603, 1.1956], [-0.6340, -0.5344, 1.9575], [0.3759, 1.0584, -0.2881], [-0.8777, 0.3031, -0.3901], [-0.0067, -0.4416, 0.8688], [-0.7050, -0.0114, -0.3792], [2.0670, -0.5101, 0.2608], [-0.0013, -0.0198, 0.1280], [0.6798, 0.3255, -0.7605], [-1.8020, -0.3727, -0.3754], [-0.3900, -0.0097, -3.4924], [2.5176, 0.4057, 0.7772]]
}

***

No. 5
{
  "formula": "ClH3O3P",
  "method": "the ωB97M-V functional and the def2-TZVPD basis",
  "e_lumo_ev": -6.6,
  "total_charge": 1,
  "orbital_gap_ev": 8.258,
  "spin_multiplicity": 1,
  "max_force_ev_per_a": 3.17,
  "homo_energy_ev": -14.86,
  "species": ["O", "O", "O", "P", "Cl", "H", "H", "H"],
  "xyz": [[0.02352, 3.15797, 0.58824], [-0.45190, 0.80384, -0.53706], [-0.66996, 0.97671, 1.91824], [-0.34835, 1.78711, 0.63431], [0.66435, -3.21662, -1.35705], [1.20128, -4.17863, -2.02987], [0.06144, 0.64048, -1.29469], [-0.48038, 0.02914, 2.07787]],
  "forces_ev_per_a": [[-0.1384, 0.6321, 0.1288], [-1.4549, 0.4106, 2.7820], [0.2666, 1.3501, -0.7218], [0.1685, -2.7518, 0.3273], [0.0869, -0.1791, -0.1193], [-0.1032, 0.2352, 0.1386], [1.3517, 0.1220, -2.0836], [-0.1772, 0.1809, -0.4520]]
}